1.
Molecular formula: C48H45BaN7OPS3
Method: DFT, ωB97M-V/def2-TZVPD

Geometry as XYZ:
```
106
Properties=species:S:1:pos:R:3:forces:R:3:mulliken_charge:R:1
Ba 0.2805 -0.0749 0.3196 0.75 0.19 0.26 1.3885
C 2.3324 1.1584 -2.6058 0.02 0.00 0.03 -0.2336
C 1.9205 -0.3005 -2.7979 0.18 -0.13 0.06 0.3499
C 2.7661 -1.2836 -1.9821 0.26 -0.12 0.25 -0.6642
N 2.6809 -1.0510 -0.5536 -0.45 0.08 0.42 -0.2284
C 3.7178 -0.9066 0.2102 0.13 0.08 0.02 0.8770
C 5.0420 -0.6214 -0.2805 0.04 -0.04 -0.17 -0.5947
C 6.2898 -0.8495 0.2410 -0.07 -0.01 0.02 -0.4581
C 6.6585 -1.4333 1.4559 0.02 -0.01 0.03 -0.4863
C 5.7758 -1.7214 2.4790 -0.01 0.02 -0.07 -0.2667
C 4.4210 -1.4450 2.5945 -0.01 0.15 0.17 -0.6782
C 3.4721 -0.8790 1.6998 0.07 -0.19 0.01 -0.0292
N 2.3071 -0.4278 2.0821 -0.41 0.20 -0.45 0.2670
C 2.0153 -0.2319 3.4795 0.26 -0.10 -0.02 -1.5489
C 0.6671 0.4591 3.7183 0.03 0.10 0.04 -0.0378
C 0.5361 1.9311 3.2980 0.05 0.35 -0.04 -1.0210
N 0.4768 2.1524 1.8694 0.14 -0.58 -0.49 0.5954
C 0.5264 3.3517 1.3653 -0.19 0.09 0.12 0.1190
C 0.3892 4.5101 2.1979 0.08 0.01 0.12 -0.6529
C 0.6393 5.8525 2.0107 0.01 -0.03 -0.07 -0.5599
C 1.1229 6.5238 0.8947 0.00 0.01 0.02 -0.5417
C 1.3442 5.9262 -0.3361 -0.03 -0.05 0.01 -0.6239
C 1.0997 4.6375 -0.7723 -0.09 0.06 -0.19 -0.3924
C 0.5951 3.4599 -0.1440 0.05 0.05 0.13 0.5775
N 0.2403 2.3978 -0.8182 -0.17 -0.28 0.36 0.2148
C 0.0674 2.4361 -2.2608 0.32 0.10 0.01 -1.3896
C 1.3357 2.2011 -3.1176 0.01 0.01 -0.04 -1.0143
H 3.2879 1.3195 -3.1140 0.01 -0.02 0.01 0.4615
H 2.5317 1.3441 -1.5439 -0.03 0.01 -0.01 0.0355
H 2.0342 -0.6174 -3.8394 -0.13 0.23 -0.09 0.5500
H 0.8560 -0.4383 -2.5720 0.02 -0.05 0.07 -0.4103
H 3.8038 -1.3062 -2.3326 -0.07 0.13 -0.19 0.5096
H 2.3698 -2.2902 -2.1454 -0.04 0.03 -0.04 -0.5391
H 5.0414 -0.1821 -1.2718 0.00 0.00 0.01 0.2862
H 7.1100 -0.5594 -0.4103 0.00 0.00 0.00 0.3215
H 7.7094 -1.6414 1.6154 -0.01 0.00 0.01 0.2981
H 6.2087 -2.1864 3.3609 0.02 0.00 -0.01 0.2953
H 4.0077 -1.6878 3.5673 -0.03 0.01 -0.02 0.2091
H 2.8192 0.3529 3.9557 -0.07 0.05 0.05 0.4714
H 2.0001 -1.1944 4.0166 -0.08 0.02 0.03 0.4977
H 0.4952 0.4382 4.7999 -0.02 -0.01 0.00 0.4879
H -0.1540 -0.1451 3.2995 0.09 0.07 -0.07 -0.5193
H 1.3753 2.4990 3.7290 0.01 -0.07 0.04 0.6564
H -0.3677 2.3408 3.7763 0.00 -0.09 0.07 0.3455
H 0.0500 4.2699 3.1986 0.01 0.01 -0.01 0.3196
H 0.4525 6.4682 2.8868 0.00 0.01 0.00 0.3270
H 1.3328 7.5818 0.9899 0.00 0.00 0.00 0.3085
H 1.7501 6.5783 -1.1050 0.00 0.01 0.00 0.3058
H 1.3369 4.4913 -1.8176 0.00 -0.01 0.02 0.0975
H -0.3675 3.3989 -2.5621 -0.06 -0.05 -0.08 0.5417
H -0.6655 1.6630 -2.5163 0.01 -0.02 0.05 0.2879
H 1.8705 3.1463 -3.2340 0.01 0.00 0.03 0.4041
H 1.0035 1.9173 -4.1226 0.00 0.03 -0.01 0.4218
C -3.4230 3.2392 1.3786 0.00 -0.03 0.01 -0.3794
C -3.7947 2.3732 0.3628 -0.02 0.02 -0.04 -0.8458
C -3.7532 0.9982 0.5572 -0.06 -0.03 0.02 -0.2284
C -3.3243 0.4726 1.7725 0.05 0.10 0.02 0.2469
C -2.9710 1.3547 2.7979 0.03 0.03 -0.03 -0.0762
C -3.0285 2.7249 2.6066 0.01 -0.01 -0.01 -0.6589
P -2.9107 -1.2776 2.0785 0.15 -0.29 -0.14 1.1414
C -4.0566 -1.7742 3.4121 -0.01 0.18 0.03 -0.4240
C -3.6014 -2.7075 4.3385 -0.04 -0.03 0.01 -0.2268
C -4.4309 -3.1435 5.3646 0.02 -0.01 -0.02 -0.6844
C -5.7155 -2.6359 5.4779 -0.01 0.01 0.00 -0.4081
C -6.1731 -1.6918 4.5654 -0.01 0.01 0.00 -0.6787
C -5.3484 -1.2635 3.5379 0.04 0.01 0.01 0.0902
C -3.6172 -2.2107 0.6597 -0.18 -0.14 -0.12 0.8606
C -4.6275 -3.1574 0.7872 0.01 0.03 0.01 -0.9500
C -4.9933 -3.9461 -0.2998 0.01 0.00 -0.01 -0.8453
C -4.3697 -3.8233 -1.5350 -0.05 -0.07 0.00 -0.7525
C -3.3620 -2.8941 -1.7003 0.05 0.07 0.10 -0.6832
C -3.0160 -2.1011 -0.6050 -0.33 -0.12 -0.10 -0.9041
H -3.4206 4.3082 1.2118 0.00 0.00 0.00 0.3848
H -4.1034 2.7643 -0.5984 0.00 0.01 0.01 0.4249
H -4.0505 0.3425 -0.2515 0.02 -0.01 0.02 0.5403
H -2.6153 0.9613 3.7451 0.00 0.00 -0.01 0.4359
H -2.7270 3.3936 3.4028 0.00 0.00 -0.01 0.3596
H -2.5931 -3.0958 4.2537 0.00 0.01 -0.01 0.4342
H -4.0679 -3.8730 6.0772 -0.01 0.00 0.00 0.4012
H -6.3604 -2.9693 6.2811 0.00 0.00 0.00 0.3845
H -7.1741 -1.2894 4.6565 0.00 0.00 0.00 0.3939
H -5.7006 -0.5246 2.8274 -0.01 0.00 0.01 0.4235
H -5.1271 -3.3058 1.7343 0.01 0.02 0.02 0.3393
H -5.7750 -4.6843 -0.1680 0.00 0.00 -0.01 0.3984
H -4.6489 -4.4704 -2.3553 -0.01 0.01 0.00 0.4574
H -2.8169 -2.7915 -2.6290 0.03 0.00 -0.01 0.6077
O -1.3990 -1.0165 -1.7072 -0.31 -0.01 -0.30 -0.2318
N -1.9628 -1.1972 -0.6516 -0.08 0.05 0.03 0.4835
S 1.8752 -4.5200 -6.8612 0.07 -0.01 -0.07 -0.3944
C 0.9817 -4.2608 -5.4818 0.11 -0.02 0.22 0.2427
S 1.5998 -4.5009 -3.8665 -0.29 0.01 -0.16 -0.1532
C 0.0705 -3.9522 -3.1652 0.06 0.23 -0.07 0.2063
N -0.7910 -3.6198 -4.0785 -0.19 0.02 -0.15 -0.6324
N -0.2828 -3.8124 -5.3568 0.07 -0.09 0.06 0.3479
C -1.1469 -3.4256 -6.4164 -0.04 0.06 -0.03 0.1759
C -1.2793 -4.2013 -7.5608 0.03 0.00 0.08 -0.4157
C -2.1506 -3.7955 -8.5592 -0.02 0.03 0.00 -0.6185
C -2.8907 -2.6299 -8.4183 -0.03 -0.02 -0.07 -0.3934
C -2.7603 -1.8667 -7.2678 0.03 0.00 0.06 -0.7293
C -1.8896 -2.2611 -6.2635 -0.03 0.01 -0.04 -0.1205
S -0.1913 -3.8353 -1.4949 0.28 -0.26 0.27 -0.2799
H -0.6946 -5.1025 -7.6604 -0.01 -0.01 -0.02 0.3920
H -2.2535 -4.3976 -9.4529 0.01 -0.01 0.00 0.3519
H -3.5688 -2.3186 -9.2032 0.00 0.00 0.00 0.3657
H -3.3349 -0.9567 -7.1501 0.00 0.00 0.00 0.3609
H -1.7793 -1.6834 -5.3566 0.00 0.00 0.01 0.5249
```
Positions in Å, forces in eV/Å.

Computed properties:
Total energy ... -3876.06534 hartree
Maximum force ... 0.01587 hartree/bohr
Net charge ... -1
Orbital gap ... 4.47 eV
Energy above the lowest of the compared OMol25 structures with the same formula, charge and spin ... 36.01 kJ/mol

=====

2.
Molecular formula: C23H31N5O2
Method: DFT, ωB97M-V/def2-TZVPD

Geometry as XYZ:
```
61
Properties=species:S:1:pos:R:3:forces:R:3:mulliken_charge:R:1
C -1.4189 -1.5816 4.4680 0.19 0.13 0.17 -1.4162
H -2.2629 -1.0695 4.9250 -0.11 0.02 0.02 0.4644
H -1.6374 -1.7286 3.4126 -0.09 -0.04 -0.13 0.2622
C -0.1450 -0.7585 4.6397 -0.07 -0.01 -0.07 0.6790
C -0.3133 0.6280 4.0277 -0.06 -0.12 0.15 -1.3410
H -0.4150 0.5515 2.9490 -0.05 0.11 -0.04 0.1826
H 0.5544 1.2469 4.2421 0.10 0.13 -0.04 0.3558
H -1.1958 1.1180 4.4337 -0.09 0.08 0.06 0.4183
H 0.0476 -0.6428 5.7132 0.01 -0.02 -0.08 0.3463
C 1.0762 -1.4852 4.0387 -0.11 0.03 0.12 -1.2603
C 0.8831 -1.8828 2.6051 0.11 -0.14 -0.06 0.1077
N 0.9457 -0.8950 1.7095 0.12 0.52 -0.59 -0.6576
C 0.7754 -1.2133 0.4472 -0.12 -1.27 0.59 -0.2381
C 0.5432 -2.5166 -0.0585 0.14 0.58 0.44 0.4272
C 0.4850 -3.5352 0.8760 0.01 0.36 0.10 0.7741
C 0.6509 -3.2027 2.2176 -0.09 -0.04 -0.28 0.7424
C 0.5768 -4.4475 3.0579 0.03 -0.05 0.16 -0.9123
H 1.5864 -4.7483 3.3530 0.00 -0.04 0.10 0.3350
H -0.0131 -4.3153 3.9635 0.05 -0.02 0.07 0.2051
C -0.0514 -5.4852 2.1109 0.03 -0.04 0.04 -0.8568
H -1.1339 -5.4897 2.2483 0.00 -0.02 0.00 0.3115
H 0.3178 -6.4913 2.3018 -0.07 -0.04 0.01 0.3415
C 0.2799 -5.0011 0.6909 -0.06 -0.14 -0.07 -0.7943
H 1.2058 -5.4488 0.3205 0.00 -0.03 -0.06 0.3020
H -0.5024 -5.2176 -0.0351 0.05 -0.05 -0.06 0.3801
C 0.4257 -2.3521 -1.4775 0.05 0.97 -0.59 -0.2859
N 0.1880 -3.2198 -2.4717 0.01 -0.42 0.36 -0.6338
C 0.1238 -2.6619 -3.6605 -0.11 -0.32 -0.12 -0.5021
N 0.2583 -1.3842 -3.9856 0.08 0.63 -0.05 -0.5710
C 0.5064 -0.4963 -3.0151 0.16 -0.20 0.28 -0.0184
N 0.6867 0.8002 -3.3063 0.06 0.05 0.26 -0.0338
C 0.3475 1.3625 -4.5918 0.09 -0.01 -0.32 -0.6565
H 1.0429 0.9778 -5.3452 -0.15 0.06 -0.02 0.3322
C 0.4239 2.8843 -4.5184 -0.30 -0.16 0.17 -0.8509
H 1.4449 3.1790 -4.2724 0.08 0.09 -0.05 0.2626
H 0.1781 3.2968 -5.4977 0.07 0.00 -0.03 0.4255
C -0.5406 3.4685 -3.4764 0.23 0.09 -0.29 -0.6462
N -0.0911 3.1600 -2.1220 -0.02 0.05 0.17 0.0718
C 0.8358 4.1317 -1.5570 -0.09 0.30 0.18 -0.8710
C 0.1218 5.3854 -1.0341 0.24 -0.08 -0.21 -0.5137
O -0.8819 5.0553 -0.0988 0.05 -0.03 0.11 -0.4098
C -1.8246 4.1647 -0.6566 -0.07 -0.32 -0.11 -0.6003
C -1.1425 2.8851 -1.1523 -0.20 0.27 0.22 -0.7145
H -1.8780 2.2100 -1.5937 0.01 -0.04 0.02 0.4553
H -0.6729 2.3824 -0.3004 -0.10 -0.02 0.01 0.2672
H -2.5378 3.9422 0.1383 -0.04 -0.02 -0.10 0.3976
H -2.3549 4.6552 -1.4894 0.00 -0.03 0.08 0.3290
H 0.8231 6.0359 -0.5096 0.00 0.00 -0.11 0.3724
H -0.3235 5.9463 -1.8720 0.05 -0.01 0.08 0.2910
H 1.5742 4.4108 -2.3099 0.07 -0.01 0.03 0.3937
H 1.3487 3.6441 -0.7223 0.08 0.08 -0.03 0.3419
H -1.5277 3.0242 -3.6257 -0.03 0.05 0.01 0.4784
H -0.6347 4.5501 -3.6458 -0.11 -0.06 0.03 0.3322
H -0.6602 1.0425 -4.8871 0.06 0.04 -0.05 0.3124
H 0.6633 1.4687 -2.5381 -0.04 -0.03 -0.02 0.3767
C 0.5963 -0.9830 -1.6992 -0.24 -1.12 -0.25 1.6273
O 0.8063 -0.2857 -0.5399 0.08 0.59 -0.24 -0.5753
H -0.0721 -3.3301 -4.4894 -0.01 -0.06 -0.07 0.4692
H 1.2947 -2.3734 4.6322 0.06 -0.01 0.04 0.4716
H 1.9313 -0.8094 4.0923 0.09 -0.07 0.02 0.4360
H -1.3181 -2.5561 4.9409 -0.05 -0.15 0.03 0.2802
```
Positions in Å, forces in eV/Å.

Computed properties:
Total energy ... -1319.32125 hartree
SMILES ... CC(C)Cc1nc2oc3c(NCCCN4CCOCC4)ncnc3c2c2c1CCC2
Maximum force ... 0.02731 hartree/bohr
Net charge ... 0
Orbital gap ... 8.63 eV
Energy above the lowest of the compared OMol25 structures with the same formula, charge and spin ... 189.83 kJ/mol

=====

3.
Molecular formula: C5H3ClN3O2
Method: DFT, ωB97M-V/def2-TZVPD

Geometry as XYZ:
```
14
Properties=species:S:1:pos:R:3:forces:R:3:mulliken_charge:R:1
C -1.0773 -2.0660 -0.0360 1.87 0.43 -0.41 0.0622
C 0.1555 -2.3248 -0.0391 -4.07 -0.80 0.24 -0.0665
C -1.7067 -0.7912 -0.1765 1.53 -0.63 0.13 0.4409
C -0.6129 0.1136 -0.2187 -0.55 0.60 1.11 0.2821
C 0.7851 -0.1889 -0.0054 -0.32 -0.59 -0.44 0.1564
N 1.1836 -1.5348 0.0528 2.41 1.64 0.59 -0.1136
N 1.7102 0.7679 0.0640 -3.70 0.78 -2.00 -0.3860
N -0.9657 1.6179 -0.0604 0.92 -2.42 -0.58 0.6595
O -0.5919 2.1667 0.9162 0.78 0.67 2.35 -0.4627
O -1.5113 2.1100 -0.9725 -1.59 0.81 -2.30 -0.4445
Cl -3.3464 -0.3308 -0.1077 1.08 -0.48 -0.15 -0.0235
H 2.2242 -1.7838 0.2254 -2.38 0.31 -0.57 0.3311
H 1.2530 1.6787 -0.2356 2.27 -1.00 1.25 0.3373
H 2.5005 0.5654 0.5938 1.78 0.67 0.79 0.2274
```
Positions in Å, forces in eV/Å.

Computed properties:
Total energy ... -966.74237 hartree
SMILES ... [NH2+]=c1[nH]c#cc(Cl)c1[N+](=O)[O-]
Maximum force ... 0.08323 hartree/bohr
Net charge ... +1
Orbital gap ... 8.33 eV
Energy above the lowest of the compared OMol25 structures with the same formula, charge and spin ... 144.72 kJ/mol

=====

Which formula does entry 2 have? C23H31N5O2

=====

What is the maximum force in the third record? 0.08323 hartree/bohr

=====

The lowest total energy belongs to which entry? C48H45BaN7OPS3